Run 1
A 2-piece molecular cluster, C2H11N2 overall, computed with wB97M-V/def2-TZVPD.

Calculated values
- HOMO (eV) = -15.09
- Kohn-Sham gap (eV) = 11.917
- total charge = +1

CARTESIAN COORDINATES (ANGSTROEM)
1 N -1.538 -1.435 -0.945
2 H -2.429 -0.955 -1.058
3 H -0.769 0.118 0.148
4 H -1.114 -1.736 -1.819
5 H -1.781 -2.334 -0.545
6 C 0.832 1.295 -0.658
7 N 0.037 0.683 0.482
8 C 0.944 -0.226 1.332
9 H 1.036 0.450 -1.307
10 H 1.717 1.757 -0.140
11 H 0.182 2.088 -1.063
12 H -0.421 1.417 1.021
13 H 1.466 -0.836 0.588
14 H 1.544 0.466 1.942
15 H 0.293 -0.752 2.022

---

Run 2
A 2-piece molecular cluster, C2H11N2 overall, computed with wB97M-V/def2-TZVPD.

Calculated values
- HOMO (eV) = -15.60
- Kohn-Sham gap (eV) = 12.505
- total charge = +1

CARTESIAN COORDINATES (ANGSTROEM)
1 N -0.078 1.477 1.557
2 H 0.605 2.190 1.338
3 H 0.554 0.159 0.539
4 H -1.001 1.825 1.330
5 H -0.067 1.480 2.580
6 C 0.263 0.200 -1.551
7 N 0.525 -0.551 -0.267
8 C -0.548 -1.581 0.062
9 H -0.714 0.661 -1.502
10 H 0.352 -0.523 -2.353
11 H 1.045 0.956 -1.593
12 H 1.443 -0.991 -0.356
13 H -1.443 -1.198 -0.421
14 H -0.284 -2.473 -0.497
15 H -0.653 -1.630 1.136

---

Run 3
A 2-piece molecular cluster, C2H11N2 overall, computed with wB97M-V/def2-TZVPD.

Calculated values
- HOMO (eV) = -15.32
- Kohn-Sham gap (eV) = 12.196
- total charge = +1

CARTESIAN COORDINATES (ANGSTROEM)
1 N 1.611 1.705 -0.673
2 H 1.507 2.428 0.193
3 H 0.370 0.201 -0.414
4 H 1.643 2.245 -1.616
5 H 2.490 1.434 -0.706
6 C -0.009 -1.509 0.900
7 N -0.370 -0.592 -0.268
8 C -1.692 0.117 -0.039
9 H 1.036 -1.286 1.296
10 H -0.775 -1.756 1.613
11 H 0.517 -2.513 0.721
12 H -0.276 -1.277 -1.027
13 H -2.472 -0.609 -0.077
14 H -1.721 0.894 -0.849
15 H -1.859 0.517 0.945

---

Run 4
A 2-piece molecular cluster, C2H11N2 overall, computed with wB97M-V/def2-TZVPD.

Calculated values
- HOMO (eV) = -15.55
- Kohn-Sham gap (eV) = 12.324
- total charge = +1

CARTESIAN COORDINATES (ANGSTROEM)
1 N -2.202 0.327 0.028
2 H -2.483 0.208 -0.980
3 H 0.454 1.317 -0.672
4 H -2.859 1.071 0.447
5 H -2.522 -0.697 0.377
6 C 1.036 -0.798 -1.011
7 N 0.537 0.396 -0.236
8 C 1.116 0.347 1.174
9 H 2.095 -1.028 -1.105
10 H 0.586 -1.668 -0.543
11 H 0.629 -0.719 -2.043
12 H -0.577 0.187 -0.149
13 H 2.261 0.220 1.241
14 H 0.983 -0.495 1.739
15 H 0.946 1.330 1.732

---

Relative to the most stable structure, the computed energies are run 1 4.9; run 2 0.0; run 3 42.5; run 4 29.0, all in kcal/mol.

---

Run 1
A 2-piece molecular cluster, C2HBrO2 overall, computed with wB97M-V/def2-TZVPD.

Calculated values
- HOMO (eV) = -9.24
- Kohn-Sham gap (eV) = 8.657
- total charge = 0

CARTESIAN COORDINATES (ANGSTROEM)
1 C -0.801 -0.696 0.688
2 C 0.223 0.601 -0.734
3 O -1.692 -1.308 0.321
4 O 0.074 -0.152 1.236
5 Br 1.853 -0.031 -1.248
6 H 0.343 1.586 -0.263

---

Run 2
One molecule with the formula C2HBrO2, computed with wB97M-V/def2-TZVPD.

Calculated values
- HOMO (eV) = -10.01
- Kohn-Sham gap (eV) = 10.716
- total charge = 0
- SMILES string = O=C1O[C@H]1Br

CARTESIAN COORDINATES (ANGSTROEM)
1 O 0.687 1.721 -0.720
2 C 0.456 0.840 -0.016
3 O 0.395 0.249 1.140
4 C -0.099 -0.525 0.043
5 Br -1.890 -0.904 -0.170
6 H 0.452 -1.380 -0.277

---

Relative to the most stable structure, the computed energies are run 1 26.5; run 2 0.0, all in kcal/mol.

---

Run 1
A 2-piece molecular cluster, C2H2INO3 overall, computed with wB97M-V/def2-TZVPD.

Calculated values
- HOMO (eV) = -9.15
- Kohn-Sham gap (eV) = 7.840
- total charge = 0

CARTESIAN COORDINATES (ANGSTROEM)
1 C 3.452 2.610 -0.392
2 C 0.051 0.085 0.028
3 N 1.301 0.029 0.425
4 O 1.778 0.044 1.592
5 O 2.302 2.651 -0.386
6 O 2.176 -0.228 -0.577
7 I 4.104 -0.298 0.019
8 H -0.184 0.002 -1.057
9 H -0.807 -0.204 0.727

---

Run 2
One molecule with the formula C2H2INO3, computed with wB97M-V/def2-TZVPD.

Calculated values
- HOMO (alpha / beta) (eV) = -9.20 / -9.20
- Kohn-Sham gap (alpha / beta) (eV) = 7.769 / 7.769
- total charge = 0

CARTESIAN COORDINATES (ANGSTROEM)
1 C 1.571 -0.820 -0.654
2 C 0.112 -0.247 -0.477
3 N -0.991 1.363 1.068
4 O -0.124 0.952 -0.545
5 O 1.822 -1.950 -0.745
6 O -1.005 0.286 1.630
7 I -1.645 -1.421 -0.148
8 H 2.273 0.171 -0.794
9 H -2.012 1.666 0.665

---

Relative to the most stable structure, the computed energies are run 1 0.0; run 2 4.2, all in kcal/mol.